Record 1
Formula: C33H38CoN5OP
Source: the OMol25 dataset
Level of theory: the ωB97M-V functional and the def2-TZVPD basis

XYZ file:
```
79
Properties=species:S:1:pos:R:3:lowdin_spin:R:1
Co 1.3275 -0.4207 -0.2631 0.001
C 4.9547 1.6694 0.2621 0.000
C 3.6792 0.9058 0.3582 0.000
N 2.9150 0.6438 -0.6328 0.000
C 3.1607 1.0054 -2.0202 0.000
C 1.8611 0.7395 -2.7851 0.000
N 1.1129 -0.4409 -2.2569 0.000
C 1.4922 -1.7433 -2.8312 0.000
C 2.6299 -2.2790 -1.9942 0.000
N 2.2658 -2.1596 -0.5598 0.000
C 1.3725 -3.2705 -0.0868 0.000
C -0.0621 -2.7618 -0.0400 0.001
N -0.0463 -1.4344 0.5262 0.007
C -0.0887 -1.2630 1.9891 0.052
C -0.6300 -2.4760 2.7267 0.006
C 1.2938 -0.8383 2.4638 0.007
C 1.8470 -0.8412 3.7452 0.001
C 3.0720 -0.2326 3.9447 0.000
C 3.7453 0.3892 2.8879 0.002
C 3.1602 0.3487 1.6431 0.000
N 1.9742 -0.2667 1.4798 0.003
H 5.5445 1.3275 -0.5890 0.000
H 5.5574 1.5787 1.1608 0.000
H 4.7363 2.7291 0.1071 0.000
H 3.9908 0.4096 -2.4083 0.000
H 3.4454 2.0545 -2.1185 0.000
H 2.0681 0.6093 -3.8487 0.000
H 1.1977 1.5942 -2.6671 0.000
H 0.1327 -0.2608 -2.4503 0.000
H 1.7819 -1.6580 -3.8805 0.000
H 0.6265 -2.4021 -2.7843 0.000
H 3.5354 -1.6960 -2.1586 0.000
H 2.8589 -3.3147 -2.2516 0.000
H 3.1270 -2.2111 -0.0246 0.000
H 1.6965 -3.5342 0.9210 0.000
H 1.5070 -4.1498 -0.7213 0.000
H -0.6843 -3.4657 0.5150 0.000
H -0.4904 -2.7182 -1.0443 0.000
H -1.6727 -2.6493 2.4559 0.000
H -0.6047 -2.3189 3.8031 0.003
H -0.0536 -3.3748 2.5090 0.001
H 1.3241 -1.3097 4.5671 0.000
H 3.5145 -0.2273 4.9320 0.000
H 4.6955 0.8763 3.0497 0.000
O 0.1015 1.0472 -0.3242 -0.002
P -1.4389 0.8992 -0.2379 0.033
C -2.0134 0.2654 1.3184 0.215
C -0.9527 0.0618 2.3441 0.059
C -1.4890 0.0486 3.7349 0.213
C -2.8112 -0.0969 3.9895 0.007
C -3.7583 -0.1208 2.9360 0.312
C -3.3386 0.1424 1.6187 0.012
C -2.0941 2.5564 -0.4013 0.009
C -3.3679 2.7750 -0.9263 0.004
C -3.8826 4.0609 -0.9767 0.000
C -3.1294 5.1289 -0.5088 0.004
C -1.8606 4.9160 0.0129 0.000
C -1.3410 3.6327 0.0694 0.005
C -2.1399 -0.0354 -1.6040 0.005
C -2.8163 -1.2380 -1.4260 0.001
C -3.3442 -1.9082 -2.5221 0.000
C -3.1928 -1.3850 -3.7981 0.000
C -2.5257 -0.1789 -3.9860 0.000
C -2.0135 0.5007 -2.8922 0.000
H -0.2347 0.8865 2.2429 0.022
H -0.7880 0.1402 4.5564 0.010
H -3.1609 -0.1517 5.0120 -0.005
H -4.8090 -0.2487 3.1522 0.017
H -4.0924 0.2971 0.8540 -0.004
H -3.9591 1.9487 -1.3028 0.000
H -4.8689 4.2307 -1.3865 0.000
H -3.5322 6.1318 -0.5541 0.000
H -1.2769 5.7518 0.3743 0.000
H -0.3498 3.4637 0.4705 0.000
H -2.9249 -1.6515 -0.4314 0.000
H -3.8786 -2.8379 -2.3783 0.000
H -3.6113 -1.9070 -4.6483 0.000
H -2.4324 0.2421 -4.9783 0.000
H -1.5435 1.4697 -3.0330 0.000
```

Its spin multiplicity is 2. The value obtained for the LUMO energy (alpha / beta) is -0.227 / -0.227 Ha. For the gap between HOMO and LUMO (alpha / beta), the calculation gives 6.01 / 7.28 eV. The net charge is +2.

=====

Record 2
Formula: C16H16N4O2S3V
Source: the OMol25 dataset
Level of theory: the ωB97M-V functional and the def2-TZVPD basis

XYZ file:
```
42
Properties=species:S:1:pos:R:3:nbo_charge:R:1
V 0.3075 -0.0298 -0.7920 1.043
S -0.2918 1.9159 -1.8337 -0.070
C -0.8806 2.2613 -0.2165 -0.209
S -1.0426 0.8904 0.8546 -0.104
C -1.1434 3.5411 0.1892 -0.423
C -1.5238 3.8165 1.5372 0.288
N -1.8013 4.0571 2.6282 -0.317
C -0.9744 4.6499 -0.6943 0.286
N -0.8231 5.5470 -1.3988 -0.308
C 4.8173 -0.3650 1.4049 -0.626
C 4.5460 0.8716 0.5666 -0.584
S 2.8415 1.4220 0.4044 1.268
O 2.1031 0.1310 -0.0205 -0.964
C 2.2920 1.7709 2.0883 -0.592
C 1.9074 0.5874 2.9401 -0.624
H 5.8105 -0.7418 1.1629 0.235
H 4.0942 -1.1495 1.1847 0.232
H 4.7965 -0.1479 2.4689 0.218
H 4.8403 0.7187 -0.4731 0.247
H 5.0814 1.7557 0.9218 0.243
H 1.4310 2.4244 1.9339 0.268
H 3.0968 2.3742 2.5179 0.241
H 1.1828 -0.0344 2.4307 0.238
H 1.4356 0.9678 3.8455 0.245
H 2.7569 -0.0235 3.2266 0.209
C 0.5059 -3.0659 -1.4394 -0.298
C -0.3705 -4.0574 -0.7169 0.075
C 0.0587 -4.6160 0.4806 -0.230
C -0.7430 -5.5100 1.1694 -0.157
C -1.9934 -5.8435 0.6572 -0.175
C -2.4330 -5.2801 -0.5403 -0.141
C -1.6214 -4.3933 -1.2232 -0.217
C -2.8287 -6.7743 1.3636 0.275
N -3.4954 -7.5221 1.9261 -0.297
H 0.5314 -3.2689 -2.5132 0.227
H 1.5186 -3.0798 -1.0383 0.207
H 1.0315 -4.3527 0.8784 0.213
H -0.4088 -5.9507 2.0987 0.230
H -3.4083 -5.5418 -0.9273 0.231
H -1.9622 -3.9431 -2.1456 0.241
O -1.1317 -1.4443 -1.9036 -0.505
N -0.0013 -1.7161 -1.3140 -0.120
```

Its spin multiplicity is 2. The value obtained for the LUMO energy (alpha / beta) is -0.035 / -0.033 Ha. For the gap between HOMO and LUMO (alpha / beta), the calculation gives 7.25 / 7.11 eV.

=====

Record 3
Formula: C16H17AlBr2F4NO13
Source: the OMol25 dataset
Level of theory: the ωB97M-V functional and the def2-TZVPD basis

XYZ file:
```
54
Properties=species:S:1:pos:R:3:nbo_charge:R:1
C -1.9697 -1.2903 -5.5014 -0.666
C -1.3524 -2.1379 -4.4409 -0.138
Br -0.2971 -1.1052 -3.2374 0.011
C -1.5011 -3.4342 -4.1649 -0.517
Br -2.7055 -4.4259 -5.2933 -0.025
Al -0.7138 -4.4647 -2.5715 1.228
N -2.0511 -4.2834 -1.1688 -0.866
C -1.9928 -3.2112 -0.6423 0.784
O -1.9400 -2.1600 -0.0963 -0.657
H -2.4086 -1.9070 -6.2750 0.229
H -2.7696 -0.6906 -5.0680 0.213
H -1.2452 -0.6253 -5.9618 0.217
H 0.6259 -3.7949 -2.0215 -0.404
H -0.5343 -6.0079 -2.9617 -0.404
C -1.7221 2.0111 0.8917 -0.129
C -1.7517 1.2754 -0.4309 0.426
O -0.7011 1.9143 -1.1463 -0.480
C 0.1941 2.3778 -0.2468 0.981
O 1.2906 2.7534 -0.5027 -0.589
O -0.3367 2.3669 0.9990 -0.495
F -2.9190 1.4781 -1.0973 -0.338
H -2.3265 2.9184 0.8493 0.196
H -2.0306 1.4003 1.7343 0.216
H -1.5563 0.2027 -0.3695 0.215
C 3.8642 2.8960 1.6262 -0.146
C 3.6005 2.5446 3.0734 0.447
O 4.6740 3.1737 3.7475 -0.503
C 5.0810 4.2364 2.9896 0.969
O 5.7943 5.0987 3.3722 -0.559
O 4.5383 4.1580 1.7572 -0.480
F 3.6641 1.2065 3.3237 -0.339
H 4.5351 2.1730 1.1602 0.200
H 2.9628 2.9926 1.0295 0.252
H 2.6566 2.9257 3.4639 0.157
C 5.1111 -1.3624 4.2426 -0.136
C 6.5815 -1.4374 4.5915 0.447
O 6.8228 -2.8291 4.6122 -0.501
C 5.9147 -3.4279 3.7809 0.967
O 5.9903 -4.5424 3.3985 -0.548
O 4.9351 -2.5505 3.4612 -0.479
F 6.8548 -0.9172 5.8155 -0.330
H 4.4952 -1.4229 5.1411 0.199
H 4.8493 -0.4763 3.6792 0.227
H 7.2446 -0.9705 3.8613 0.149
C -6.6618 1.4520 -2.7826 -0.128
C -6.1498 1.4168 -1.3586 0.435
O -7.0518 0.5185 -0.7394 -0.498
C -7.5321 -0.3300 -1.6958 0.970
O -8.1309 -1.3239 -1.4792 -0.547
O -7.2274 0.1469 -2.9281 -0.484
F -6.2375 2.6282 -0.7469 -0.333
H -7.4467 2.2019 -2.8947 0.194
H -5.8832 1.6198 -3.5208 0.213
H -5.1345 1.0415 -1.2573 0.176
```

The value obtained for the LUMO energy is 0.069 Ha. For the gap between HOMO and LUMO, the calculation gives 7.71 eV. The net charge is -1.

=====

Record 4
Formula: C17H14BrClO2Yb
Source: the OMol25 dataset
Level of theory: the ωB97M-V functional and the def2-TZVPD basis

XYZ file:
```
36
Properties=species:S:1:pos:R:3:nbo_charge:R:1
C 2.2341 -1.4381 1.6818 -0.394
C 1.6506 -0.1964 2.0692 -0.319
C 0.2369 -0.3853 2.1852 -0.323
H 2.1911 0.7255 2.2879 0.213
C -0.0552 -1.7452 1.8540 -0.348
C 1.1785 -2.3960 1.5899 -0.361
H 1.2821 -3.4465 1.3482 0.204
H 3.2964 -1.6183 1.4931 0.213
H -0.4977 0.3532 2.5217 0.207
H -1.0510 -2.1830 1.7965 0.209
Yb 1.0481 -0.8333 -0.8936 1.592
Br 1.9614 0.9221 -2.7622 -0.557
C 1.2938 -2.2178 -2.9165 -0.414
C 1.0670 -3.1111 -1.8677 -0.409
C 2.2222 -3.0879 -1.0163 -0.295
H 0.2187 -3.7841 -1.7368 0.236
C 3.1167 -2.1208 -1.4816 -0.411
C 2.5885 -1.5921 -2.7034 -0.270
H 3.2223 -1.1419 -3.4596 0.247
H 0.6506 -2.0154 -3.7728 0.242
H 2.4165 -3.8211 -0.2355 0.229
H 4.0992 -1.8633 -1.0858 0.235
Cl -4.9161 4.9748 1.5582 0.001
C -3.7534 3.8929 0.9369 -0.060
C -2.4103 4.2898 0.7986 -0.234
C -1.4749 3.3770 0.3149 -0.153
C -1.8459 2.0850 -0.0553 -0.139
C -3.1504 1.6827 0.1738 -0.161
C -4.1214 2.5695 0.6469 -0.243
C -0.8265 1.0437 -0.4109 0.778
O 0.3616 1.3245 -0.0650 -0.682
O -1.1585 -0.0533 -0.9814 -0.748
H -2.1249 5.2996 1.0742 0.218
H -0.4294 3.6419 0.2844 0.244
H -3.3763 0.6326 0.0194 0.236
H -5.1445 2.2360 0.8096 0.218
```

Its spin multiplicity is 2. The value obtained for the LUMO energy (alpha / beta) is 0.095 / 0.095 Ha. For the gap between HOMO and LUMO (alpha / beta), the calculation gives 6.41 / 6.47 eV. The net charge is -1.

=====

Record 5
Formula: C2H3NOS3
Source: the OMol25 dataset
Level of theory: the ωB97M-V functional and the def2-TZVPD basis

XYZ file:
```
10
Properties=species:S:1:pos:R:3:nbo_charge:R:1
C -0.0247 0.0581 0.2150 0.226
C -0.3724 0.8516 1.5141 -0.650
N 0.6727 0.4103 -0.7009 -0.721
O 0.4445 0.1651 -3.1662 -0.898
S -0.8206 -1.5346 0.2339 0.135
S 0.3460 -2.4511 -1.5596 -0.231
S 1.1781 -0.3602 -2.0770 1.425
H 0.5754 1.0225 1.9046 0.241
H -0.9969 0.1250 2.1536 0.224
H -1.0021 1.7133 1.4824 0.250
```

The value obtained for the LUMO energy is -0.035 Ha. For the gap between HOMO and LUMO, the calculation gives 8.30 eV.

=====

| no. | electronic energy (eV) |
| --- | --- |
| 1 | -91240.0796 |
| 2 | -85097.2157 |
| 3 | -202530.9577 |
| 4 | -136049.9658 |
| 5 | -38164.1250 |